A molecular structure, C29H35Cl4F6HgN7O4P, computed with the ωB97M-V functional and the def2-TZVPD basis.

For the HOMO energy, the calculation gives -0.4434 Ha. Its total energy is -4744.78263 Eh. As for the charge: +1. The calculation puts the gap between HOMO and LUMO at 9.13 eV.

Last column: Mulliken charge in e.
Geometry (Å):
C1 4.09151 0.97220 -0.30445  -0.630
F1 0.03957 1.76247 -0.83825  -0.393
C2 -1.82573 -2.09764 5.78305  -0.465
H1 -3.43776 0.21135 -2.22913  -0.838
H2 -2.54384 3.11086 0.00269  0.359
C3 2.65392 -1.40164 2.56354  -0.525
C4 2.20070 0.02294 -5.61946  -0.466
H3 -2.63459 -4.56170 3.85236  0.372
H4 4.97466 3.87559 1.12417  0.442
C5 -2.49984 -3.51844 4.11432  -0.088
H5 3.54705 -0.98733 2.11056  0.425
H6 -0.34109 -2.43319 1.78285  0.579
Hg1 1.49262 -1.07356 -0.56913  2.956
H7 3.58909 -1.60183 4.54432  0.466
Cl1 0.13810 1.57162 3.81976  -0.094
C6 2.49335 -1.40538 -3.69438  -0.285
C7 3.05220 2.86185 1.30304  -0.944
C8 2.38834 1.71320 0.96287  -0.128
C9 4.88589 2.05576 0.02119  -0.717
H8 2.17914 0.16513 -6.68850  0.450
H9 1.41357 1.93046 -5.09498  0.523
H10 1.45084 1.52432 1.47288  0.286
N1 0.42610 -3.09255 -0.86910  0.008
H11 2.75180 -2.37713 -3.28893  0.413
N2 2.08097 -0.48876 -2.81588  -0.066
C10 0.93728 -4.20347 -0.31912  -0.354
F2 -2.44636 -0.23517 -0.27715  -0.432
H12 -3.67128 0.07430 -4.03068  0.324
Cl2 -0.39279 4.40863 4.21097  -0.153
H13 4.48749 0.34301 -1.09591  0.392
C11 0.46049 -5.47600 -0.56812  -0.775
H14 -1.08065 4.29935 -2.12644  0.668
N3 2.82148 0.76218 0.10270  0.404
C12 0.55408 -2.26649 2.36994  -0.271
H15 5.89424 2.12831 -0.35776  0.476
H16 -1.84923 0.00635 5.35539  0.457
C13 -0.66565 -3.24646 -1.62203  -0.247
O1 -2.25156 4.03737 -2.20375  -0.517
C14 -1.17026 -4.47735 -2.00010  -0.866
C15 2.73019 -1.74929 3.90424  -0.858
H17 -2.54297 -0.39714 2.96157  0.366
C16 -2.01497 -0.99169 4.97578  -0.390
H18 -1.85312 2.72995 3.34938  0.343
C17 2.58315 -1.18951 -5.05971  -0.603
C18 1.61796 -2.30578 4.50559  -0.512
C19 -0.80113 2.97867 3.25903  0.076
N4 1.63115 -1.71725 1.75970  0.220
C20 -0.63436 -5.62791 -1.42467  -0.288
O2 0.67615 4.14198 -4.25222  -0.593
F3 -2.04237 1.44950 -1.73988  -0.302
C21 -0.07417 4.71090 -2.16161  -0.838
H19 -0.34968 -3.03516 4.17529  0.753
Cl3 -5.68552 0.58444 -2.86678  -0.162
N5 0.24239 5.06156 -3.56825  0.958
C22 -2.83920 -2.48003 3.25860  -0.711
O3 -0.03661 6.15871 -3.98779  -0.580
N6 -2.02598 -3.34391 5.35141  -0.674
H20 2.79810 -2.04346 -5.68944  0.372
Cl4 -4.13121 -1.89937 -2.89115  -0.192
C23 1.79782 0.72325 -3.34702  -0.438
H21 -0.10400 5.63400 -1.58425  0.312
H22 -3.21127 -2.69348 2.26869  0.520
H23 -2.02259 -4.55776 -2.65886  0.420
F4 -0.30511 -0.02348 0.57617  -0.463
H24 -3.94133 2.16721 -0.51549  0.183
C24 1.74463 0.98025 -4.69921  -0.739
C25 -3.51721 3.16627 -0.47480  -1.007
H25 -1.13616 -2.36210 -2.03048  0.450
H26 1.56594 1.48944 -2.61978  0.581
H27 -0.96434 -6.61931 -1.70149  0.423
H28 1.75229 -4.10496 0.38740  0.480
H29 -1.40237 -2.02200 6.77731  0.416
H30 0.70678 4.05895 -1.79034  0.060
P1 -1.23470 0.75738 -0.56019  1.929
H31 0.92178 -6.31999 -0.07716  0.441
C26 4.35787 3.03075 0.84577  -0.414
C27 0.50293 -2.55733 3.71093  -1.038
C28 -2.46077 -1.20082 3.68074  0.262
H32 2.54657 3.58452 1.92712  0.531
F5 -1.75318 1.79044 0.54721  -0.651
H33 1.68808 -2.59309 5.54604  0.491
O4 -4.30565 3.48913 -2.58543  -0.539
H34 -4.14998 3.89861 0.01595  0.467
F6 -0.52889 -0.27228 -1.65956  -0.455
N7 -3.33156 3.61054 -1.88615  1.013
H35 -0.59527 3.15212 2.20797  -0.143
C29 -4.06196 -0.13466 -3.04354  0.778

11 unconnected molecules or ions with the total composition C7H34NO10, computed with the ωB97M-V functional and the def2-TZVPD basis.

For the HOMO energy, the calculation gives -0.4339 Ha. Its total energy is -1093.94338 Eh. As for the charge: +1. The calculation puts the gap between HOMO and LUMO at 9.51 eV.

Last column: Mulliken charge in e.
Geometry (Å):
H1 -2.40393 3.09483 -0.12689  0.275
H2 -3.77765 3.27553 0.05418  0.300
C1 0.95659 0.96432 -0.29042  0.457
H3 -2.20946 -1.03096 0.67548  0.154
O1 -3.07753 2.82366 0.54432  -0.569
H4 1.40778 3.00609 -0.81712  0.204
H5 3.25437 -0.65973 0.10510  0.283
O2 3.46906 -0.13630 0.88706  -0.637
H6 -1.85143 1.16779 -1.71931  0.272
O3 -1.52028 3.04480 -1.94993  -0.533
H7 0.45294 -3.38067 -4.22287  0.301
H8 2.34161 -1.63085 -4.05190  0.302
H9 0.47526 -2.50789 -2.89726  0.387
O4 3.24941 1.64755 -1.82678  -0.566
H10 -1.39873 0.08079 2.89068  0.462
H11 -3.33894 1.08547 -2.06089  0.280
H12 4.15711 1.57669 -2.15400  0.322
H13 2.83223 1.05880 -2.47527  0.247
H14 1.31593 1.13627 0.72639  0.323
H15 0.71700 2.11266 -2.11781  0.663
H16 -0.18265 -0.30092 1.76493  -0.229
O5 2.16554 -1.11141 3.03012  -0.636
H17 -2.88534 -1.70002 2.17571  0.492
H18 -3.93642 0.39683 3.41667  0.279
H19 2.35528 -0.23633 -4.50935  0.299
H20 -2.27710 -3.36263 0.78912  0.398
C2 0.40595 -0.34647 -0.54801  1.087
H21 -1.93119 3.68700 -2.52791  0.244
H22 -0.24623 2.18789 3.31361  0.304
H23 -3.67434 1.10752 1.96265  0.246
H24 -0.41610 -1.28198 2.96970  0.418
O6 -2.46462 0.84667 -2.37317  -0.558
H25 1.05013 1.79632 3.97662  0.300
O7 2.43059 -0.71892 -3.67219  -0.623
H26 -0.39419 -0.33687 -1.29831  0.113
O8 0.17241 1.44354 3.76265  -0.627
C3 0.46872 -1.52134 0.04676  -0.798
H27 2.63452 -0.46374 2.44820  0.372
H28 1.24252 -1.75438 0.80199  -0.108
C4 1.02236 2.01113 -1.09068  -1.677
H29 0.19963 -3.64172 -0.11580  0.401
C5 -0.40939 -2.73213 -0.01427  -0.843
N1 -0.96056 -0.67826 2.35424  0.147
H30 4.05762 0.48439 0.41930  0.289
H31 -0.82594 2.53555 -2.35284  0.334
O9 0.98579 -3.05569 -3.49589  -0.670
C6 -1.40054 -2.83519 1.18714  -0.793
O10 -3.53690 0.33348 2.54781  -0.563
C7 -1.96133 -1.49485 1.63302  -0.456
H32 -0.76664 -2.66594 -1.07231  0.285
H33 -0.98415 -3.42141 2.04871  0.347
H34 2.35737 -1.96702 2.60861  0.301

A molecular structure, C32H56LiN2O22, computed with the ωB97M-V functional and the def2-TZVPD basis.

For the HOMO energy, the calculation gives -0.4137 Ha. Its total energy is -3024.52667 Eh. As for the charge: +1. The calculation puts the gap between HOMO and LUMO at 8.48 eV.

Last column: Mulliken charge in e.
Geometry (Å):
H1 0.32447 -4.17919 3.36653  0.759
H2 -1.56453 -3.47319 2.64353  0.187
O1 6.53847 1.50581 -2.77447  -0.380
H3 -0.01753 1.76881 -2.48047  -0.800
C1 3.73947 0.36381 -1.03347  -1.243
C2 -1.30853 4.30681 -2.05847  0.524
H4 -4.96253 -1.17419 0.51553  0.410
O2 -0.91453 0.55781 1.07853  -0.564
O3 -0.34753 4.40981 -1.14247  -0.403
C3 1.14347 1.19581 3.82853  -1.355
C4 5.69047 1.03981 -3.72647  0.503
H5 -1.46753 -2.53219 -0.44947  -0.094
O4 0.22647 -2.91119 -4.03447  -0.375
H6 1.98547 2.16181 -3.78747  0.332
C5 4.41047 1.30781 -1.90147  0.871
C6 -5.00053 3.52081 -3.87947  -0.405
O5 -2.77053 0.20481 3.37953  -0.454
H7 0.49447 0.57081 3.26453  -0.294
C7 -0.03153 -4.69419 0.68153  -1.436
N1 0.27547 -3.45819 1.36253  0.965
H8 3.89447 2.24281 -1.78747  -0.192
H9 0.86647 -1.75419 3.43053  0.098
O6 2.11347 -1.87519 -3.71147  -0.300
H10 0.60747 2.09881 -4.61547  0.579
H11 -2.53353 -3.82419 0.70553  0.396
C8 0.97247 -3.77019 2.65453  -0.637
O7 -7.85853 2.71881 -2.27347  -0.685
H12 0.98347 2.85081 -0.57847  -0.127
C9 1.48047 -3.10919 -3.70347  0.564
H13 3.28047 -3.78119 0.90853  0.354
H14 0.06847 2.86781 3.49653  0.288
O8 6.01147 0.74481 -4.91247  -0.598
C10 -2.66953 -0.24119 4.49853  0.153
C11 -3.78553 1.14581 -3.42247  -1.366
C12 0.24647 2.82681 -2.69047  1.957
C13 1.56947 -2.60219 3.52053  -0.911
C14 -0.36053 -1.02819 7.09153  -1.118
H15 1.16647 3.67281 -4.71947  0.251
C15 -1.55153 -1.34819 6.21053  0.436
O9 -2.13153 0.73781 -0.72347  -0.247
O10 1.91947 -4.14919 -3.27047  -0.611
H16 -2.94153 1.15281 -3.48647  0.458
H17 6.32347 0.91181 -0.92647  0.313
H18 0.59647 -1.26419 6.42353  0.122
C16 1.10847 2.69481 -3.94047  -1.863
H19 -4.35253 0.78881 -4.34047  0.357
H20 -3.99353 0.57581 -2.63147  0.105
O11 1.34747 2.66681 1.98353  0.050
C17 2.54547 3.31781 1.80053  0.275
H21 -4.54053 4.59381 -3.62547  0.180
H22 3.48447 0.68281 0.05553  0.288
H23 1.87247 -4.56419 2.57053  0.353
H24 0.87247 -0.06119 -6.04347  0.347
H25 2.47647 -4.22319 -0.47047  0.445
H26 0.79547 -2.56519 -0.31647  0.437
H27 0.80947 -5.26719 0.68153  0.626
H28 2.68347 0.07081 -5.55347  0.289
H29 -0.69853 -1.49319 -5.48847  0.258
H30 2.11747 0.72981 3.77953  0.458
H31 0.75647 1.03981 4.72053  0.867
O12 -3.00953 -1.68619 0.86953  0.034
C18 0.77047 3.57781 -1.43047  -0.230
C19 1.10347 2.70681 3.28753  0.470
H32 2.58847 -2.40219 3.27553  0.385
C20 1.24647 -2.70619 0.60653  -1.087
C21 2.61747 -3.38619 0.16553  -1.390
O13 -6.33453 3.58981 -3.70047  -0.308
H33 -0.72353 -5.34819 1.24153  0.383
O14 4.49547 0.80681 -3.15147  -0.124
H34 -3.68153 -1.71719 6.93753  0.254
C22 -0.24553 -1.63419 -4.33647  -0.009
H35 -0.24353 -4.75319 -0.31547  0.540
H36 1.13347 -0.15919 -3.43647  -0.647
H37 -1.77453 -2.45519 6.19653  0.264
H38 -4.72853 3.43181 -4.89047  0.367
H39 1.29347 -1.91719 1.18553  1.022
H40 -0.55353 0.05781 7.14153  0.386
O15 -5.81253 1.99381 -2.40847  -0.308
O16 -1.53653 -0.85219 4.89253  0.037
C23 1.96747 3.66281 4.00953  -0.474
H41 2.42347 3.39881 5.00853  0.286
O17 -0.16053 -0.01819 -0.85547  -0.441
C24 5.89547 1.63881 -1.50047  -0.595
O18 -2.38253 4.97081 -2.05247  -0.637
H42 -0.37353 -1.58919 7.98553  0.446
H43 4.27547 -0.50119 -0.63947  0.461
C25 1.14247 -0.84819 -4.21047  1.206
O19 -1.02753 3.37081 -2.90047  -0.417
H44 -3.07853 -0.19419 7.48153  0.422
H45 -0.95653 -1.47819 -3.49547  0.053
H46 3.26447 -2.67819 -0.51047  0.135
Li1 -3.05853 0.46081 1.30953  0.949
H47 1.60847 3.92381 -1.69047  0.840
C26 -6.69853 2.77381 -2.76847  0.569
H48 2.76547 0.07181 -1.20147  0.165
H49 -0.83153 -1.93519 1.94253  0.189
O20 -3.55653 -0.16219 5.51753  -0.392
C27 -2.91953 -0.81119 6.74353  -0.681
H50 5.90947 2.51781 -1.00447  0.504
O21 2.91947 3.92781 2.87853  -0.367
C28 -4.51553 2.48081 -2.89047  0.985
H51 1.57647 4.62781 4.18153  0.295
C29 1.82647 -0.59219 -5.58047  -0.979
H52 -4.10953 -1.26319 -0.92047  0.342
C30 -4.17053 -1.74119 0.01353  -0.973
C31 -1.02453 -2.83519 1.70053  -0.952
N2 -1.03653 0.62581 -0.19547  0.425
O22 3.07747 3.45081 0.66253  -0.526
C32 -2.05053 -2.75219 0.54753  -0.226
H53 1.98647 -1.60519 -6.22447  0.225
H54 1.53647 -2.91419 4.61353  0.397
H55 -4.83153 -2.75019 -0.26047  0.275
H56 -3.99353 2.91581 -1.97747  0.058